(P)
An isolated molecule of C8H6N2O. Source: the OMol25 dataset; level of theory: the ωB97M-V functional and the def2-TZVPD basis.

```
! wB97M-V def2-TZVPD RIJCOSX def2/J DEFGRID3
* xyz 0 1
O -1.5430 2.1314 -0.2225
N -2.0162 -1.2669 0.0928
N -0.8523 -1.7930 -0.0843
C 0.1383 0.4608 -0.0039
C -2.2772 -0.0425 0.2047
C 1.5596 -1.3511 -0.0740
C 2.3881 0.9207 0.1409
C 1.1241 1.4292 0.0979
C -1.2804 0.9840 -0.0712
C 0.2606 -0.9016 -0.1141
C 2.6310 -0.4522 -0.0511
H -0.9467 -2.8279 0.1622
H 3.6322 -0.8417 -0.0305
H -3.3253 0.1379 0.3784
H 0.8884 2.4843 0.3256
H 1.6263 -2.5159 -0.1103
H 3.2849 1.6478 0.2204
*
```

The molar mass is 146.15 g mol⁻¹. As for the SMILES: O=c1cn[nH]c2ccccc12. Its HOMO energy is -8.9 eV.

Need the Löwdin charges? In units of e they are: 0.094 0.001 0.027 -0.099 -0.066 -0.035 -0.091 -0.021 -0.376 -0.190 -0.069 0.195 0.097 0.115 0.139 0.145 0.136



(Q)
An isolated molecule of C8H6N2O. Source: the OMol25 dataset; level of theory: the ωB97M-V functional and the def2-TZVPD basis.

```
! wB97M-V def2-TZVPD RIJCOSX def2/J DEFGRID3
* xyz 0 1
O 1.8529 1.0518 0.3672
N 0.8900 1.3548 -1.6992
N -1.5694 0.2023 -0.3787
C 2.0953 2.0026 -1.6404
C -2.5432 -0.5584 0.0793
C 0.0387 -1.2216 0.8185
C -2.3640 -1.6532 0.9488
C 2.6261 1.8748 -0.4371
C -0.3406 -0.1031 0.0025
C -0.9860 -2.0036 1.2894
C 0.7759 0.7374 -0.5391
H 2.2816 2.6364 -2.6235
H -0.7105 -2.7137 1.9185
H -2.9765 -2.1993 1.2194
H -3.6585 -0.4101 -0.4749
H 3.5939 2.3955 0.1523
H 0.9942 -1.3925 0.9971
*
```

The molar mass is 146.15 g mol⁻¹. As for the SMILES: c1ccc(-c2ncco2)nc1. Its HOMO energy is -8.9 eV.

Need the Löwdin charges? In units of e they are: 0.016 0.124 0.107 -0.179 -0.135 0.014 0.014 -0.143 -0.191 0.004 -0.219 0.152 0.059 -0.038 0.167 0.184 0.065



(P) comes first in stability; the runner-up is 202.8 kJ/mol higher.



(P)
A 2-piece molecular cluster, C2H7N3O3 overall. Source: the OMol25 dataset; level of theory: the ωB97M-V functional and the def2-TZVPD basis.

```
! wB97M-V def2-TZVPD RIJCOSX def2/J DEFGRID3
* xyz 0 1
O -1.4165 -1.1480 -1.1693
O -1.6346 -0.5416 1.0842
O 0.0514 1.1021 -1.5648
N 1.3846 -0.4879 0.2251
N 1.1631 -1.8268 0.4160
N -0.1624 1.7830 0.6100
C -0.2231 0.7320 -0.2685
C -1.2373 -0.3508 -0.0531
H 0.6117 -2.0358 1.2357
H 1.1029 -2.5358 -0.3936
H -0.3545 1.4933 1.5793
H -0.5302 2.6899 0.3740
H 1.3354 -0.0609 1.2300
H -0.9330 -0.5675 -1.7478
H 0.8425 1.7548 -1.5572
*
```

The molar mass is 121.10 g mol⁻¹. Its HOMO energy (spin up / spin down) is -7.5 / -7.5 eV.

Need the Löwdin charges? In units of e they are: 0.117 0.077 -0.002 -0.031 -0.084 0.107 -0.458 -0.477 0.071 0.133 0.108 0.102 0.100 0.070 0.167



(Q)
A 2-piece molecular cluster, C2H7N3O3 overall. Source: the OMol25 dataset; level of theory: the ωB97M-V functional and the def2-TZVPD basis.

```
! wB97M-V def2-TZVPD RIJCOSX def2/J DEFGRID3
* xyz 0 1
O -2.6079 1.3216 -0.4003
O 2.8286 -0.4901 -0.7710
O 2.6910 1.1740 0.7187
N -1.0713 -1.4235 -0.4608
N 0.1856 -0.9668 -0.5597
N 0.1581 0.7682 1.1767
C 2.2093 0.3195 0.0343
C 0.7067 -0.0835 0.2188
H -2.0367 0.5896 -0.6894
H -0.8811 0.8335 1.5009
H 0.8437 1.0108 1.8311
H -1.0642 -2.2438 -1.0524
H -1.6137 -1.3461 0.3977
H -2.7563 1.8745 -1.1690
H 2.4083 -1.3380 -0.7756
*
```

The molar mass is 121.10 g mol⁻¹. As for the SMILES: N/N=C(\N)C(=O)O.O. Its HOMO energy is -8.6 eV.

Need the Löwdin charges? In units of e they are: -0.073 0.148 0.124 -0.004 -0.034 0.122 -0.488 -0.313 -0.006 0.140 0.056 0.096 0.101 0.036 0.096



(Q) comes first in stability; the runner-up is 172.7 kJ/mol higher.



(P)
A 2-piece molecular cluster, C3H10N4O2 overall. Source: the OMol25 dataset; level of theory: the ωB97M-V functional and the def2-TZVPD basis.

```
! wB97M-V def2-TZVPD RIJCOSX def2/J DEFGRID3
* xyz 0 1
O 2.3899 -0.5149 -0.4876
O -2.2305 -1.4260 -0.6988
N 0.0475 1.0438 -0.9727
N 3.4891 0.4125 1.2440
N 2.4106 0.3951 0.6743
N -0.9778 0.3964 -0.2666
C -0.1371 -1.9303 0.2350
C -2.0596 1.2466 0.1835
C -1.1428 -0.9836 -0.3734
H -0.6787 -2.8188 0.5575
H 3.4399 0.7821 2.1977
H 0.3911 -1.4856 1.0732
H 0.4788 -2.2849 -0.5895
H 0.1092 2.0106 -0.6396
H 1.6012 -0.3249 -1.0397
H -2.5540 1.7054 -0.6792
H -1.6865 2.0264 0.8526
H -2.7831 0.6251 0.7062
H -0.1071 1.1250 -1.9767
*
```

The molar mass is 134.14 g mol⁻¹. As for the SMILES: CC(=O)N(C)N.[H]/N=N/O. Its HOMO energy is -8.9 eV.

Need the Löwdin charges? In units of e they are: -0.121 0.071 0.045 0.054 -0.093 -0.212 -0.007 -0.054 -0.478 0.086 0.068 0.072 0.078 0.099 0.031 0.086 0.085 0.090 0.100



(Q)
A 2-piece molecular cluster, C3H10N4O2 overall. Source: the OMol25 dataset; level of theory: the ωB97M-V functional and the def2-TZVPD basis.

```
! wB97M-V def2-TZVPD RIJCOSX def2/J DEFGRID3
* xyz 0 1
O 1.5725 -1.3993 -0.1337
O -0.5936 -1.7537 -0.9777
N -0.8612 1.2462 0.4281
N 2.0550 -1.5881 -1.4995
N -0.2219 -1.7353 1.2691
N 0.2310 1.8489 -0.1805
C 0.1461 -1.5454 -0.0285
C -2.0994 1.2083 -0.3326
C 1.2589 1.9518 0.5907
H 0.5052 -1.8356 1.9636
H 1.1828 -1.6480 -2.0430
H -0.6772 0.4589 1.0456
H 2.1519 2.4709 0.2131
H -1.9215 0.8126 -1.3372
H -1.1498 -2.1105 1.4154
H -2.5167 2.2128 -0.4451
H -2.8377 0.5741 0.1673
H 1.3312 1.4994 1.5934
H 2.4441 -0.6684 -1.7084
*
```

The molar mass is 134.14 g mol⁻¹. As for the SMILES: NOC(N)=O.C=NNC. Its HOMO energy is -8.3 eV.

Need the Löwdin charges? In units of e they are: -0.114 0.060 -0.164 0.075 0.161 -0.038 -0.578 -0.116 -0.087 0.117 0.070 0.070 0.057 0.066 0.125 0.068 0.078 0.068 0.081



(Q) comes first in stability; the runner-up is 131.7 kJ/mol higher.



(P)
A 24-piece molecular cluster, C3H53O24 overall. Source: the OMol25 dataset; level of theory: the ωB97M-V functional and the def2-TZVPD basis.

```
! wB97M-V def2-TZVPD RIJCOSX def2/J DEFGRID3
* xyz -1 1
O -2.0550 2.2780 -10.4720
O -1.5370 -0.4000 -9.8960
O -2.9020 0.4450 -12.4650
O 3.0660 5.0840 -14.9430
O -3.8020 3.0160 -12.9550
O 0.5850 5.5450 -12.9600
O -1.9180 -0.4250 -17.5410
O -3.8850 0.9210 -15.9580
O -0.2850 5.8300 -10.3620
O -2.8900 -1.8270 -14.6880
O -1.9150 4.8790 -14.9420
O 3.9250 0.8210 -14.7580
O -0.0650 4.3510 -17.0440
O -0.1740 -1.3120 -15.6880
O 0.5760 -0.8560 -13.2980
O 2.7290 -1.5870 -14.6570
O 3.0850 2.6340 -12.9170
O 0.7900 3.4340 -14.7110
O -2.7450 5.4540 -12.3080
O -4.3260 3.5130 -15.7980
O 2.2540 3.9650 -10.7030
O 2.3000 2.0400 -16.4140
O 1.1670 -0.0670 -17.5530
O 0.2880 2.3740 -9.0980
C -0.8640 1.7230 -15.2110
C -0.4100 2.4540 -12.9150
C 0.1860 2.2420 -14.2820
H 3.0060 1.6080 -15.8740
H 1.4170 0.8050 -17.1860
H -0.3280 1.4060 -16.0770
H 2.3530 2.8620 -13.4900
H 2.6290 2.0540 -12.2910
H -0.6590 1.4450 -12.6200
H -1.0890 4.3910 -15.0250
H -4.6180 2.8570 -13.4330
H -2.0390 4.9350 -13.9960
H 0.5180 4.7470 -13.3710
H -0.0480 -2.2700 -15.5760
H -3.3480 2.1500 -12.9380
H -2.2610 -1.1110 -14.6770
H -3.2600 4.6760 -12.2760
H 0.0030 -0.9580 -14.8320
H -2.2520 -0.2210 -12.5310
H 2.5830 -1.9790 -15.5560
H 0.5650 6.1150 -13.6970
H -0.9170 -0.4780 -9.1780
H -2.5410 5.4950 -11.4020
H -1.5180 2.4410 -15.7750
H -1.1520 0.1820 -10.5200
H 3.5920 1.1580 -13.8690
H 2.9930 4.4030 -10.2890
H 0.2320 2.9020 -12.1500
H -1.1920 -0.7960 -16.9680
H 0.8420 -0.1770 -12.6540
H 0.2420 5.1740 -9.9450
H -2.5790 0.9800 -11.7760
H -4.0290 1.9100 -15.9120
H -2.6000 -0.0180 -16.9550
H -2.6300 3.0360 -10.1770
H -4.8770 3.8070 -15.0890
H 0.8330 -0.5370 -16.8070
H 3.6310 -0.1020 -14.7110
H 0.3390 4.0490 -16.2330
H -1.1640 2.4710 -10.2350
H 0.2320 2.7340 -8.2210
H -1.1970 3.1830 -12.8790
H 1.9300 -1.2370 -14.2510
H -4.3020 0.6450 -15.1380
H 2.4900 3.8140 -11.6110
H 0.2770 -1.5890 -12.7960
H -2.4400 -2.6200 -15.0610
H 2.9740 5.7570 -15.6190
H -0.9140 3.9450 -16.9700
H 0.9030 3.0030 -9.4620
H -0.2910 5.6750 -11.3180
H -1.3420 0.8380 -14.8400
H 1.6730 2.4450 -15.7400
H -3.4810 4.0110 -15.7590
H 0.9280 1.5190 -14.1450
H 2.3030 4.5100 -15.0470
*
```

The molar mass is 473.43 g mol⁻¹. Its HOMO energy is -6.4 eV.

Need the Löwdin charges? In units of e they are: -0.062 -0.024 -0.014 -0.053 -0.046 0.010 -0.112 -0.081 -0.059 -0.051 -0.046 -0.079 -0.042 -0.068 -0.010 -0.066 -0.026 -0.330 -0.013 -0.040 -0.035 -0.096 -0.082 -0.028 -0.023 -0.052 -0.552 0.005 -0.015 0.064 0.016 0.060 0.048 -0.007 0.044 -0.010 -0.065 0.105 0.018 -0.026 -0.026 -0.018 0.009 0.092 0.049 0.036 0.006 0.099 -0.031 0.039 0.060 0.073 -0.014 0.100 -0.026 -0.041 0.003 -0.011 0.100 0.033 -0.070 -0.005 -0.041 -0.026 0.056 0.067 -0.022 0.031 -0.003 0.083 0.057 0.034 -0.004 -0.003 -0.009 0.055 0.004 0.047 0.083 -0.021



(Q)
A 24-piece molecular cluster, C3H53O24 overall. Source: the OMol25 dataset; level of theory: the ωB97M-V functional and the def2-TZVPD basis.

```
! wB97M-V def2-TZVPD RIJCOSX def2/J DEFGRID3
* xyz -1 1
O 2.9798 -0.7308 -3.6191
O -4.0544 0.4958 1.3708
O 2.1769 -2.9882 -2.1719
O -0.0064 3.8961 -1.7873
O -2.3271 1.6122 -3.1382
O 3.4908 0.9426 -1.4032
O -1.2768 2.3160 2.5754
O -1.1122 -3.3707 -1.9424
O 1.6800 -2.6436 3.5820
O 1.8939 -3.8088 0.9629
O 1.4776 2.4086 3.3197
O -1.2198 -0.1533 1.2672
O 0.7559 1.6924 -3.5723
O -3.7813 -0.7443 -1.7052
O -3.1244 3.7216 -1.6970
O 2.0411 2.7940 -0.3165
O 0.0729 -0.4477 3.5185
O -0.7681 -3.3249 1.9208
O -2.4736 -2.1625 -0.0213
O 3.8966 -1.8443 -0.3952
O 3.0697 0.5005 2.4626
O -1.0074 4.3965 0.7503
O -2.5347 -1.3682 3.7808
O -0.4062 -1.0776 -3.4805
C -0.8669 1.1155 -0.6068
C -0.1147 0.4140 0.5292
C 0.7772 -0.7195 0.1077
H -2.7814 2.8803 -1.9838
H 0.4896 1.6047 -4.5183
H -0.2144 -0.1610 2.6127
H 1.2826 -1.2888 0.8749
H 1.4541 -0.3416 -0.6452
H -1.5945 0.4166 -0.9834
H 1.7948 -2.3674 4.5348
H -2.9442 -0.7679 4.4449
H 1.8495 3.1992 2.9930
H -3.1037 0.3183 1.4204
H 2.8485 1.6476 -1.1347
H -0.3022 2.4301 2.5918
H 1.0986 -1.9868 3.2143
H 1.8270 -4.3983 0.2205
H -3.6023 -1.0370 -2.6034
H -0.9740 3.5626 1.1799
H 0.5143 1.1039 1.1436
H 2.0494 1.7776 2.9135
H -0.9315 -1.5215 -2.8130
H 0.0269 -3.5162 1.4707
H -1.6759 -1.0481 3.5564
H 1.8637 -4.3507 1.8073
H 0.1623 -1.4955 -0.3195
H -0.7643 -4.2483 -1.8216
H -0.7171 4.2223 -0.1116
H -0.4842 4.4515 -2.3903
H -1.4571 -3.0495 -1.0904
H -1.3118 1.4955 2.0571
H -2.0847 -1.3626 0.2967
H 2.7509 -0.3634 2.5359
H -3.0506 -2.4286 0.7002
H -1.2520 -2.6596 1.4079
H 1.1500 2.9967 -0.4384
H 3.2769 -0.2631 -2.8269
H 3.8715 -2.2483 0.4848
H 4.5943 -2.3633 -0.7876
H -0.1595 1.2114 -1.4214
H 3.2433 0.2614 -0.7696
H -1.1089 -0.8399 -4.0399
H -3.3604 -1.3769 -1.1441
H 2.4111 -2.4362 -1.3883
H 0.5741 0.8417 -3.2031
H 2.2147 3.3321 0.4891
H -2.0904 0.9990 -2.4981
H 1.2820 -2.7540 -2.4197
H -1.4508 1.9901 -0.2821
H 0.0549 3.2162 -2.4334
H -3.3143 1.6690 -3.2731
H -3.3596 3.3003 -0.8329
H 0.0378 0.3916 3.9470
H 2.7115 -1.5785 -3.3228
H 3.6637 0.6590 3.2159
H -4.2463 1.3526 1.0922
*
```

The molar mass is 473.43 g mol⁻¹. Its HOMO energy is -6.0 eV.

Need the Löwdin charges? In units of e they are: -0.065 -0.036 -0.074 -0.039 -0.046 -0.085 -0.072 -0.054 -0.085 -0.070 -0.024 -0.346 -0.051 -0.046 -0.072 -0.009 -0.069 -0.035 -0.054 -0.034 -0.007 -0.031 -0.068 -0.013 -0.037 -0.486 -0.033 -0.054 0.080 0.007 0.062 0.064 0.052 0.073 0.055 0.030 -0.008 0.000 0.004 -0.036 0.037 0.033 -0.048 0.111 -0.039 0.002 -0.046 -0.047 0.086 0.066 0.043 -0.060 0.065 -0.002 -0.016 -0.005 0.001 0.109 -0.003 -0.023 -0.018 0.056 0.065 0.058 -0.014 0.018 -0.050 0.006 -0.023 0.093 -0.056 0.011 0.085 -0.005 0.102 0.055 0.038 -0.047 0.084 -0.012



(Q) comes first in stability; the runner-up is 58.1 kJ/mol higher.